[1]
An isolated molecule of C8H18N2OP2, computed with the ωB97M-V functional and the def2-TZVPD basis.

Structure (ORCA input):
```
! RIJCOSX wB97M-V def2-TZVPD def2/J DEFGRID3
* xyz 0 1
C 2.9143 0.8817 0.1611
C 1.5664 1.2005 0.8944
C 1.2159 0.0046 1.6975
O 1.9492 -0.5187 2.5342
N -0.0608 -0.4851 1.4373
P -0.7357 -1.7593 2.3657
C -0.7418 0.1714 0.3819
C -1.1618 -0.6554 -0.8977
C -1.3481 0.2776 -2.0446
C -2.5419 -1.3485 -0.6317
C -0.0914 -1.7280 -1.1211
N 0.4980 1.3282 0.0049
P -0.1326 2.7870 -0.5654
H 3.6158 0.4524 0.7800
H 3.2241 1.8702 -0.1418
H 2.6727 0.0734 -0.5405
H 1.6277 2.0756 1.5924
H -0.5788 -1.0582 3.5516
H 0.5866 -2.2031 2.8817
H -1.6862 0.6533 0.7708
H -1.8292 -0.1028 -3.0454
H -0.3410 0.6595 -2.3225
H -1.9722 1.1685 -1.6289
H -2.7824 -1.9128 -1.4890
H -2.5066 -1.9530 0.2327
H -3.2616 -0.6069 -0.4403
H -0.1679 -2.0674 -2.1874
H -0.2247 -2.7350 -0.5934
H 0.9637 -1.3487 -0.9282
H 1.0169 3.3040 -1.1526
H 0.3134 3.5751 0.4442
*
```

Results
**HOMO level**: -0.337 hartree
**LUMO energy**: 0.78 eV
**Energy relative to the best compared isomer or geometry (same formula, charge and spin)**: 0.0 kcal per mole
**Frontier orbital gap**: 9.94 eV
**SMILES**: C[C@@H]1C(=O)N(P)[C@H](C(C)(C)C)N1P


[2]
An isolated molecule of C6H12N2O, computed with the ωB97M-V functional and the def2-TZVPD basis.

Structure (ORCA input):
```
! RIJCOSX wB97M-V def2-TZVPD def2/J DEFGRID3
* xyz 0 1
C 0.9285 -2.4162 0.2463
C 0.3824 -1.5472 -0.5792
N 0.5352 -0.1551 -0.6171
C -0.5211 0.6949 -0.7991
C -1.8011 0.4791 -0.6465
N -2.5862 -0.4875 -0.0118
O -3.5852 -0.0595 0.8700
C 1.7055 0.6640 -0.4229
C 1.7338 1.4958 0.8736
H 1.7983 -2.2721 0.7573
H 0.5098 -3.3793 0.3365
H -0.6031 -1.7163 -0.8714
H -0.1989 1.6457 -1.1811
H -2.5255 1.2892 -1.0361
H -2.1487 -1.4011 0.0843
H -3.3456 0.7611 1.2986
H 2.5076 -0.0662 -0.4415
H 1.9196 1.3062 -1.3824
H 0.8569 2.1464 0.8984
H 1.7877 0.9422 1.8288
H 2.6501 2.0758 0.7952
*
```

Results
**HOMO level**: -0.262 hartree
**LUMO energy**: 0.89 eV
**Energy relative to the best compared isomer or geometry (same formula, charge and spin)**: 118.2 kcal per mole
**Frontier orbital gap**: 8.03 eV
**SMILES**: C=CN(/C=C\NO)CC


[3]
A cluster of 6 separate species, C44H83N5O2 in total, computed with the ωB97M-V functional and the def2-TZVPD basis.

Structure (ORCA input):
```
! RIJCOSX wB97M-V def2-TZVPD def2/J DEFGRID3
* xyz 0 1
O 0.8634 2.6544 0.5085
C -0.0528 2.2036 -0.1441
C -0.6353 0.8494 0.0596
C -0.0631 0.0787 1.0710
C -0.6202 -1.1788 1.3042
C -1.7920 -1.5425 0.7000
C -2.3896 -0.7533 -0.2797
C -1.7929 0.4633 -0.6406
C -2.4358 1.2993 -1.6867
O -3.3420 0.9001 -2.3654
C -1.7733 2.6236 -1.9028
C -2.2691 3.4350 -2.9086
C -1.6814 4.6448 -3.2469
C -0.6103 5.1244 -2.5093
C -0.0220 4.2959 -1.5622
C -0.6362 3.0869 -1.2399
H 0.7982 0.3976 1.6375
H -0.1092 -1.8198 2.0154
H -2.2682 -2.4956 0.9020
H -3.2441 -1.0745 -0.8596
H -3.1750 3.1569 -3.4354
H -2.1267 5.2589 -4.0191
H -0.1563 6.0769 -2.7502
H 0.9773 4.4415 -1.1757
C -0.2150 -5.4811 1.0630
C 0.6804 -5.4915 2.3275
N 1.4434 -4.2637 2.5380
C 1.9257 -4.1753 3.9540
C 0.7539 -3.9931 4.9386
C 2.5623 -4.1293 1.5870
C 3.2767 -2.7722 1.6919
H 0.3998 -5.9598 0.3027
H -0.5971 -4.4727 0.9233
H -1.0739 -6.1347 1.2167
H 0.0290 -5.7098 3.1649
H 1.4140 -6.3114 2.2634
H 2.3911 -5.1583 4.1325
H 2.6354 -3.3588 3.9468
H 0.2869 -3.0346 4.7058
H 0.0899 -4.8408 4.9065
H 1.2393 -3.8241 5.9034
H 1.9970 -4.1306 0.6480
H 3.1853 -5.0353 1.5753
H 2.8129 -2.1397 2.4395
H 3.4081 -2.4360 0.6651
H 4.3099 -2.9369 2.0181
C 2.9321 -0.6513 5.0944
C 3.3895 0.6116 4.3248
N 4.8284 0.8485 4.3240
C 5.4449 1.0782 5.6213
C 4.6998 2.0612 6.5147
C 5.5697 -0.1687 3.5651
C 6.8227 0.4312 2.9220
H 1.9594 -0.9965 4.7139
H 2.8501 -0.4924 6.1639
H 3.4653 -1.5418 4.7500
H 3.0113 0.6519 3.3021
H 2.9454 1.5235 4.7322
H 5.4606 0.0960 6.1183
H 6.4379 1.5107 5.4993
H 5.1790 2.2453 7.4728
H 4.3961 2.9693 5.9928
H 3.7407 1.6018 6.7904
H 4.9484 -0.6842 2.8312
H 5.7201 -0.9653 4.3162
H 7.3527 -0.3563 2.3804
H 7.5501 0.8990 3.5804
H 6.4570 1.1687 2.2080
C -3.3338 2.3894 -6.4829
C -4.8067 2.1798 -6.9047
N -5.6619 3.3633 -6.8251
C -5.7125 3.8958 -5.4683
C -7.0773 4.4607 -5.0787
C -5.3995 4.4199 -7.7918
C -4.7343 4.0332 -9.1354
H -2.7046 2.0074 -7.3020
H -2.9430 1.9979 -5.5499
H -2.9864 3.4152 -6.6671
H -4.8766 1.8882 -7.9506
H -5.2757 1.3975 -6.3077
H -5.6085 3.0312 -4.8026
H -4.8532 4.5370 -5.2362
H -7.7540 3.7586 -4.5890
H -6.8682 5.2943 -4.4038
H -7.6945 4.7693 -5.9252
H -4.8870 5.2743 -7.3314
H -6.3678 4.8175 -8.1265
H -3.7596 3.6338 -8.8026
H -4.3939 4.7638 -9.8603
H -5.1830 3.1260 -9.5370
C -4.0351 -4.9774 4.4163
C -4.6533 -3.5825 4.3299
N -4.8732 -3.2029 2.9421
C -4.7639 -1.7530 2.6719
C -5.4661 -0.7867 3.6767
C -6.0676 -3.7768 2.3366
C -5.8782 -4.3216 0.9263
H -3.8378 -5.1964 5.4702
H -3.0271 -4.9427 3.9937
H -4.6038 -5.7658 3.9283
H -5.6021 -3.5568 4.8791
H -3.8853 -2.9353 4.7548
H -5.0768 -1.6291 1.6403
H -3.7049 -1.5744 2.8873
H -4.9465 0.1289 3.9355
H -5.7917 -1.3573 4.5462
H -6.4186 -0.5073 3.2115
H -6.4134 -4.5315 3.0531
H -6.9489 -3.1173 2.3025
H -5.4264 -3.5761 0.2710
H -5.2222 -5.1951 0.8983
H -6.8352 -4.6569 0.5247
C 6.2435 -0.4054 -3.4284
C 5.3240 0.2354 -2.4101
N 5.3274 1.7009 -2.3766
C 5.1436 2.3148 -3.6980
C 6.3782 3.1507 -4.0696
C 4.2973 2.1760 -1.4526
C 4.5358 1.9264 0.0362
H 7.3104 -0.1975 -3.3119
H 6.0156 -0.2344 -4.4812
H 6.2282 -1.4987 -3.3633
H 4.2928 -0.1390 -2.5346
H 5.5606 -0.1624 -1.4196
H 5.1413 1.5307 -4.4546
H 4.2617 2.9479 -3.7941
H 6.6436 3.7538 -3.1953
H 7.2501 2.5872 -4.3882
H 6.0909 3.9240 -4.7906
H 3.3281 1.6886 -1.6750
H 3.9289 3.1857 -1.6513
H 5.3899 2.3811 0.5353
H 4.4260 0.8771 0.3069
H 3.6824 2.4388 0.4972
*
```

Results
**HOMO level**: -0.299 hartree
**LUMO energy**: -0.90 eV
**Frontier orbital gap**: 7.23 eV
**SMILES**: O=C1c2ccccc2C(=O)c2ccccc21.CCN(CC)CC.CCN(CC)CC.CCN(CC)CC.CCN(CC)CC.CCN(CC)CC


[4]
A cluster of 2 separate species, C6H12N3O in total, computed with the ωB97M-V functional and the def2-TZVPD basis.

Structure (ORCA input):
```
! RIJCOSX wB97M-V def2-TZVPD def2/J DEFGRID3
* xyz 1 1
C 2.4948 0.2960 1.8989
C -0.8700 1.6066 0.1096
C -0.1415 -0.4426 -2.9281
C -1.0463 -0.5369 0.1878
C -0.4431 0.5085 -0.8066
C -0.3440 -1.7270 0.8124
N 3.4948 -0.1319 1.4665
N -0.3021 0.5671 -2.1236
N -1.1639 0.5977 1.1364
O 1.4383 0.6800 2.1973
H -0.2100 2.5048 0.3487
H -1.8140 2.0594 -0.2381
H 0.2882 -0.0924 -3.8788
H -0.0725 -1.4540 -2.6673
H -2.0570 -0.8694 -0.0853
H -1.1304 -2.1878 1.5256
H 0.4607 -1.5178 1.4367
H -0.0094 -2.4007 0.0477
H 4.0843 -0.2796 0.6787
H -0.2061 1.4976 -2.5596
H -0.3998 0.5717 1.7817
H -2.0511 0.7507 1.6593
*
```

Results
**HOMO level (alpha / beta)**: -0.395 / -0.395 hartree
**LUMO energy (alpha / beta)**: -3.01 / -3.01 eV
**Energy relative to the best compared isomer or geometry (same formula, charge and spin)**: 113.1 kcal per mole
**Frontier orbital gap (alpha / beta)**: 7.74 / 7.74 eV


[5]
A cluster of 2 separate species, C4H14NO in total, computed with the ωB97M-V functional and the def2-TZVPD basis.

Structure (ORCA input):
```
! RIJCOSX wB97M-V def2-TZVPD def2/J DEFGRID3
* xyz 2 2
C -2.1207 0.0523 1.4195
C -1.3857 -0.4771 0.2339
N 0.0593 -0.1528 0.2465
C 1.0812 -0.9629 -0.4790
C 0.7144 -1.2679 -1.9741
H -2.7331 -0.6997 1.9994
H -1.5382 0.7439 2.0157
H -3.1027 0.4543 0.9773
H -1.8266 -0.1274 -0.7230
H -1.4358 -1.6131 0.2284
H 0.1447 0.8180 -0.1456
H 0.4536 0.1717 1.1448
H 1.9603 -0.3263 -0.5675
H 1.3141 -1.8630 0.0816
H 0.7889 -0.3220 -2.5056
H -0.3040 -1.6364 -2.0903
H 1.4581 -1.9877 -2.2941
H 2.3885 2.6667 0.4595
H 0.8753 2.9870 0.3437
O 1.5157 2.2671 0.5181
*
```

Results
**HOMO level (alpha / beta)**: -0.733 / -0.723 hartree
**LUMO energy (alpha / beta)**: -7.54 / -15.98 eV
**Energy relative to the best compared isomer or geometry (same formula, charge and spin)**: 49.5 kcal per mole
**Frontier orbital gap (alpha / beta)**: 12.41 / 3.71 eV
**<S²>**: 0.75


[6]
A structure of composition C29H31CeN5O2SSi, computed with the ωB97M-V functional and the def2-TZVPD basis.

Structure (ORCA input):
```
! RIJCOSX wB97M-V def2-TZVPD def2/J DEFGRID3
* xyz 1 2
Ce -1.1310 0.9638 0.0398
C 0.5406 1.7366 4.0484
C -0.6840 1.8658 3.1869
C -0.8617 2.9954 2.3784
C -2.0731 3.2237 1.7262
C -3.1043 2.2897 1.8182
C -2.9189 1.1351 2.5798
C -1.7259 0.9397 3.2708
H 1.4338 2.0975 3.5374
H 0.6976 0.7069 4.3672
H 0.4116 2.3431 4.9471
H -0.0864 3.7523 2.3552
H -2.2368 4.1593 1.2057
H -4.0613 2.4963 1.3591
H -3.7325 0.4349 2.7014
H -1.6283 0.0910 3.9363
O -2.5294 4.4197 -1.8095
C -1.8767 3.4528 -1.5039
O -2.2859 2.2669 -1.1891
C -0.3397 3.6011 -1.4688
C 0.2729 4.5398 -2.3171
C 1.6369 4.5982 -2.3589
C 2.4002 3.7452 -1.5263
C 3.8135 3.7244 -1.5229
C 4.4917 2.8789 -0.6907
C 3.7926 2.0242 0.1851
C 2.4262 2.0237 0.2066
C 1.7028 2.8745 -0.6576
N 0.3378 2.8045 -0.6563
H -0.3663 5.1740 -2.9148
H 2.1464 5.2850 -3.0240
H 4.3460 4.3935 -2.1877
H 5.5731 2.8639 -0.6950
H 4.3487 1.3699 0.8437
H 1.8642 1.3808 0.8780
C -1.9194 -4.2610 -1.7284
Si -2.1949 -4.5465 0.1188
C -4.0204 -4.4827 0.5555
C -1.5405 -6.2480 0.5996
C -1.0772 -3.2933 1.0390
C 0.0357 -3.7069 1.7502
C 0.9457 -2.7830 2.2698
C 0.7408 -1.4534 2.0115
N -0.3286 -0.9896 1.3408
C -1.2535 -1.8927 0.9126
S -2.6696 -1.2419 0.1402
H -2.5124 -4.9746 -2.3052
H -0.8735 -4.3967 -2.0135
H -2.2357 -3.2609 -2.0255
H -4.5129 -5.3798 0.1728
H -4.5075 -3.6142 0.1186
H -4.1744 -4.4533 1.6360
H -2.1248 -7.0190 0.0935
H -1.6391 -6.4193 1.6742
H -0.4948 -6.3977 0.3232
H 0.2153 -4.7656 1.8977
H 1.8063 -3.0996 2.8423
H 1.4539 -0.7050 2.3425
N 3.2679 0.5961 -4.1366
C 2.3728 -0.0476 -3.3496
C 1.2845 0.6100 -2.7468
N 0.4556 -0.0194 -1.9263
C 0.6548 -1.3337 -1.7474
C 1.7167 -1.9808 -2.3546
N 2.5817 -1.3492 -3.1321
H 3.0866 1.5057 -4.5161
H 3.9610 0.0189 -4.5815
H 1.0920 1.6552 -2.9584
H -0.0546 -1.8774 -1.1453
H 1.8679 -3.0453 -2.2200
*
```

Results
**HOMO level (alpha / beta)**: -0.396 / -0.396 hartree
**LUMO energy (alpha / beta)**: -3.48 / -3.48 eV
**Energy relative to the best compared isomer or geometry (same formula, charge and spin)**: 0.0 kcal per mole
**Frontier orbital gap (alpha / beta)**: 7.29 / 7.30 eV
**<S²>**: 0.75


[7]
The ion C4H5N4O with charge +1, computed with the ωB97M-V functional and the def2-TZVPD basis.

Structure (ORCA input):
```
! RIJCOSX wB97M-V def2-TZVPD def2/J DEFGRID3
* xyz 1 1
N 0.5929 -1.0596 -2.6977
C -0.0343 -1.7304 -1.9709
N -0.5761 -2.2622 -0.9992
C -0.6087 -1.5900 0.1208
C -0.4596 -0.1944 0.2725
N -0.1425 0.4786 -0.8578
N 0.3905 1.5934 -0.5202
O 0.4663 1.7936 0.8373
C 0.0685 0.6293 1.4982
H 1.0077 -0.7656 -3.5622
H -0.5912 -2.1872 0.9911
H 0.8775 2.3778 -1.1077
H -0.6841 0.7721 2.1880
H 0.8493 0.0024 1.9152
*
```

Results
**HOMO level (alpha / beta)**: -0.488 / -0.488 hartree
**LUMO energy (alpha / beta)**: -5.61 / -5.61 eV
**Energy relative to the best compared isomer or geometry (same formula, charge and spin)**: 69.7 kcal per mole
**Frontier orbital gap (alpha / beta)**: 7.66 / 7.65 eV
**SMILES**: [NH+]#C/N=C\C1=NNOC1


Energy readings, ordered: -1182.999760 -420.395582 -2150.411198 -474.970790 -289.950448 -2710.773470 -449.244852 hartree